(1)
Entry from OMol25: a 12-piece molecular cluster, C28H75FN23O15PS overall (ωB97M-V with the def2-TZVPD basis set).

Last column: Mulliken charge in e.
Cartesian coordinates (Å):
C (0.53, 4.05, 3.37)  0.14
C (0.31, 4.25, 2.19)  -1.04
C (0.12, 4.34, 0.67)  0.01
C (-0.32, 2.95, 0.03)  -0.52
P (-1.27, 2.00, 1.41)  1.22
N (-2.19, 0.82, 0.88)  -1.00
C (0.86, 2.05, -0.55)  1.21
C (2.31, 2.57, -0.25)  -2.23
C (2.80, 2.39, 1.23)  0.01
C (4.31, 1.94, 1.31)  -0.78
F (4.58, 0.80, 0.54)  -0.30
O (0.70, 0.76, 0.05)  0.59
C (1.33, -0.32, -0.63)  -0.11
C (1.34, -1.53, 0.40)  0.26
C (1.38, -2.93, -0.30)  -1.01
C (2.44, -1.39, 1.50)  0.12
C (1.90, -2.03, 2.86)  0.65
C (1.41, -0.89, 3.87)  -0.82
C (3.04, -2.81, 3.62)  -1.38
C (0.71, 2.06, -2.12)  -1.75
C (-0.62, 1.47, -2.65)  0.12
O (-1.85, 2.17, -2.25)  -0.42
S (-1.61, 3.37, -1.21)  1.67
O (-2.82, 3.76, -0.49)  -0.68
O (-1.17, 4.53, -1.99)  -0.77
H (0.82, 3.59, 4.32)  0.38
H (0.96, 4.85, 0.16)  0.46
H (-0.76, 5.03, 0.55)  0.25
H (-2.11, 2.98, 2.02)  -0.25
H (-0.33, 1.53, 2.35)  -0.13
H (-2.09, 0.73, -0.13)  0.28
H (3.00, 1.95, -0.88)  0.76
H (2.49, 3.62, -0.59)  0.78
H (2.80, 3.42, 1.69)  0.46
H (2.14, 1.77, 1.87)  -0.24
H (4.92, 2.78, 0.87)  0.43
H (4.64, 1.85, 2.38)  0.38
H (0.79, -0.70, -1.53)  -0.36
H (2.39, -0.15, -0.92)  0.22
H (0.35, -1.46, 0.93)  0.09
H (1.39, -3.70, 0.52)  0.20
H (2.26, -3.08, -0.98)  0.26
H (0.42, -3.06, -0.85)  0.24
H (2.60, -0.32, 1.73)  -0.83
H (3.43, -1.84, 1.22)  0.39
H (1.02, -2.67, 2.62)  0.40
H (1.80, 0.12, 3.59)  0.02
H (1.81, -1.10, 4.89)  0.28
H (0.30, -0.85, 3.90)  0.19
H (3.88, -2.08, 3.81)  0.38
H (3.42, -3.66, 3.02)  0.33
H (2.69, -3.12, 4.64)  0.06
H (1.53, 1.49, -2.63)  0.56
H (0.89, 3.12, -2.43)  0.49
H (-0.77, 0.39, -2.43)  -0.27
H (-0.58, 1.54, -3.77)  0.38
C (-2.79, 7.01, 1.95)  0.58
O (-1.73, 7.26, 1.38)  -0.67
N (-3.36, 7.85, 2.85)  -0.31
N (-3.47, 5.86, 1.72)  0.22
H (-4.22, 7.65, 3.33)  0.16
H (-2.88, 8.71, 3.04)  0.25
H (-3.07, 5.22, 1.06)  0.05
H (-4.34, 5.61, 2.17)  -0.01
C (3.49, -2.84, 7.67)  0.61
O (2.90, -2.00, 7.00)  -0.59
N (4.03, -3.96, 7.12)  -0.31
N (3.65, -2.72, 9.02)  -0.44
H (4.52, -4.66, 7.65)  0.17
H (3.94, -4.08, 6.12)  0.25
H (3.26, -1.91, 9.46)  0.22
H (4.13, -3.40, 9.58)  0.15
C (-0.52, -2.35, -4.08)  0.73
O (0.22, -1.40, -3.81)  -0.58
N (-1.69, -2.57, -3.44)  -0.15
N (-0.21, -3.25, -5.05)  -0.28
H (-2.31, -3.34, -3.66)  0.22
H (-1.95, -1.92, -2.72)  0.13
H (0.65, -3.12, -5.54)  0.04
H (-0.80, -4.02, -5.29)  0.05
C (3.52, -3.84, -6.49)  0.60
O (2.50, -4.44, -6.15)  -0.68
N (3.77, -2.56, -6.11)  -0.24
N (4.48, -4.41, -7.26)  -0.32
H (4.60, -2.06, -6.37)  0.15
H (3.09, -2.11, -5.53)  0.15
H (4.34, -5.35, -7.56)  0.19
H (5.32, -3.92, -7.54)  0.24
C (-3.80, 5.30, 5.74)  0.58
O (-4.40, 6.15, 5.11)  -0.59
N (-3.28, 4.19, 5.15)  -0.25
N (-3.60, 5.38, 7.09)  -0.44
H (-2.78, 3.48, 5.64)  0.17
H (-3.41, 4.10, 4.15)  0.18
H (-3.97, 6.19, 7.56)  0.23
H (-3.11, 4.69, 7.62)  0.13
C (-3.31, -6.07, -4.62)  0.71
O (-3.44, -4.90, -4.27)  -0.77
N (-2.75, -7.01, -3.82)  -0.35
N (-3.73, -6.52, -5.83)  -0.43
H (-2.64, -7.97, -4.09)  0.16
H (-2.44, -6.72, -2.91)  0.20
H (-4.14, -5.84, -6.45)  0.23
H (-3.63, -7.46, -6.14)  0.15
C (7.51, -2.14, -8.99)  0.63
O (6.85, -2.60, -8.07)  -0.69
N (8.77, -2.58, -9.28)  -0.40
N (7.06, -1.15, -9.80)  -0.38
H (9.33, -2.22, -10.02)  0.16
H (9.14, -3.32, -8.70)  0.22
H (6.13, -0.80, -9.61)  0.22
H (7.59, -0.75, -10.55)  0.17
C (-6.93, 4.44, 2.27)  0.63
O (-6.19, 5.36, 2.56)  -0.70
N (-8.11, 4.22, 2.91)  -0.44
N (-6.64, 3.56, 1.27)  -0.31
H (-8.73, 3.47, 2.69)  0.15
H (-8.35, 4.85, 3.65)  0.24
H (-5.78, 3.69, 0.77)  0.17
H (-7.23, 2.79, 1.02)  0.16
C (1.88, -6.33, 2.32)  0.63
O (1.31, -5.49, 1.64)  -0.65
N (2.43, -7.46, 1.79)  -0.44
N (2.00, -6.21, 3.68)  -0.36
H (2.90, -8.16, 2.33)  0.14
H (2.36, -7.58, 0.80)  0.23
H (1.60, -5.39, 4.10)  0.23
H (2.46, -6.89, 4.26)  0.15
C (-3.88, -6.86, 0.18)  0.64
O (-2.77, -6.72, -0.31)  -0.61
N (-4.11, -7.65, 1.27)  -0.40
N (-4.99, -6.25, -0.33)  -0.37
H (-5.01, -7.77, 1.68)  0.15
H (-3.32, -8.11, 1.67)  0.22
H (-4.86, -5.66, -1.14)  0.22
H (-5.91, -6.35, 0.05)  0.16
C (-3.45, 10.12, -1.14)  0.57
O (-4.08, 10.76, -0.31)  -0.66
N (-3.17, 10.62, -2.38)  -0.39
N (-2.98, 8.87, -0.91)  -0.19
H (-2.66, 10.12, -3.08)  0.16
H (-3.50, 11.55, -2.59)  0.22
H (-3.17, 8.46, -0.01)  0.11
H (-2.47, 8.33, -1.59)  0.16

The SMILES is C#CC[C@]1([PH2]=N)[C@@](CCCF)(OC[C@@H](C)CC(C)C)CCOS1(=O)=O.NC(N)=O.NC(N)=O.NC(N)=O.NC(N)=O.NC(N)=O.NC(N)=O.NC(N)=O.NC(N)=O.NC(N)=O.NC(N)=O.NC(N)=O. The HOMO-LUMO gap comes out at 0.2954 Ha. As for the relative energy (zero: lowest compared OMol25 entry of this formula, charge and spin): 2.135 eV.


(2)
Entry from OMol25: a 17-piece molecular cluster, C28H76BCl2N33O20 overall (ωB97M-V with the def2-TZVPD basis set).

Last column: Mulliken charge in e.
Cartesian coordinates (Å):
C (9.57, 0.51, -0.05)  -0.65
O (9.00, 0.81, -1.32)  -0.41
B (7.65, 0.96, -1.41)  0.71
O (6.96, 1.95, -0.75)  -0.53
N (6.88, 0.05, -2.27)  0.20
C (6.84, -1.33, -1.93)  0.00
O (7.75, -2.09, -1.93)  -0.58
C (5.41, -1.66, -1.61)  0.27
C (4.85, -2.81, -1.09)  -1.66
C (3.48, -2.82, -0.87)  -0.97
C (2.68, -1.70, -1.17)  0.82
C (1.21, -1.80, -0.87)  0.05
Cl (0.99, -2.24, 0.86)  -0.23
C (0.43, -0.52, -1.18)  -0.16
C (0.80, 0.69, -0.33)  -1.83
Cl (-1.33, -0.85, -0.84)  -0.14
C (3.28, -0.58, -1.74)  0.39
C (4.65, -0.57, -1.94)  -0.44
C (5.53, 0.48, -2.50)  -0.22
O (5.20, 1.47, -3.06)  -0.73
H (10.51, 1.05, 0.05)  0.24
H (9.75, -0.55, 0.03)  0.23
H (8.93, 0.82, 0.79)  0.29
H (7.19, 2.03, 0.18)  0.28
H (5.48, -3.66, -0.87)  0.48
H (3.00, -3.70, -0.45)  1.04
H (0.78, -2.61, -1.46)  0.69
H (0.44, -0.32, -2.24)  0.56
H (0.27, 0.66, 0.61)  0.58
H (1.86, 0.77, -0.13)  0.46
H (0.48, 1.60, -0.84)  0.33
H (2.69, 0.29, -2.00)  0.54
C (-2.17, 2.18, -3.81)  0.63
O (-0.98, 2.03, -4.12)  -0.64
N (-2.86, 1.23, -3.13)  -0.01
N (-2.87, 3.30, -4.16)  -0.30
H (-3.83, 1.31, -2.87)  0.11
H (-2.36, 0.41, -2.87)  -0.07
H (-2.38, 4.03, -4.65)  0.13
H (-3.84, 3.41, -3.95)  0.14
C (-5.41, -0.26, -0.43)  0.59
O (-5.51, 0.45, -1.43)  -0.70
N (-6.45, -0.96, 0.08)  -0.32
N (-4.22, -0.40, 0.23)  -0.21
H (-6.36, -1.57, 0.87)  0.18
H (-7.34, -0.88, -0.39)  0.21
H (-3.45, 0.11, -0.13)  0.16
H (-4.10, -0.99, 1.04)  0.14
C (2.70, 3.33, -5.46)  0.64
O (2.52, 3.98, -6.49)  -0.68
N (1.69, 2.67, -4.83)  -0.02
N (3.94, 3.23, -4.88)  -0.25
H (1.81, 2.14, -3.99)  0.08
H (0.77, 2.74, -5.22)  0.05
H (4.69, 3.71, -5.33)  0.19
H (4.13, 2.70, -4.05)  0.26
C (-2.05, 4.06, -7.56)  0.78
O (-2.04, 4.90, -6.67)  -0.92
N (-3.21, 3.61, -8.12)  -0.40
N (-0.90, 3.53, -8.04)  -0.27
H (-3.24, 2.93, -8.86)  0.16
H (-4.07, 4.00, -7.78)  0.24
H (-0.04, 3.86, -7.64)  0.17
H (-0.86, 2.83, -8.77)  0.14
C (2.99, -6.42, -1.55)  0.63
O (2.56, -5.70, -0.65)  -0.62
N (3.03, -7.78, -1.44)  -0.44
N (3.47, -5.91, -2.72)  -0.32
H (3.38, -8.38, -2.15)  0.15
H (2.69, -8.18, -0.58)  0.22
H (3.46, -4.91, -2.83)  0.21
H (3.83, -6.47, -3.46)  0.17
C (1.73, 0.87, 3.69)  0.53
O (1.43, 1.65, 2.79)  -0.67
N (1.45, -0.47, 3.62)  -0.09
N (2.35, 1.25, 4.84)  -0.31
H (1.68, -1.11, 4.35)  0.20
H (0.99, -0.81, 2.79)  0.05
H (2.57, 2.22, 4.94)  0.19
H (2.59, 0.59, 5.56)  0.27
C (2.42, -1.25, 8.00)  0.40
O (2.22, -0.95, 6.83)  -0.71
N (3.54, -0.87, 8.67)  -0.32
N (1.53, -1.97, 8.73)  -0.42
H (3.69, -1.10, 9.64)  0.23
H (4.22, -0.34, 8.17)  0.20
H (0.67, -2.25, 8.29)  0.21
H (1.68, -2.19, 9.70)  0.15
C (-4.61, -4.29, -0.21)  0.59
O (-5.46, -3.65, 0.38)  -0.63
N (-4.64, -5.67, -0.26)  -0.50
N (-3.57, -3.72, -0.88)  0.02
H (-3.95, -6.22, -0.73)  0.15
H (-5.38, -6.12, 0.24)  0.27
H (-3.52, -2.72, -0.88)  -0.13
H (-2.88, -4.24, -1.38)  0.19
C (-3.74, -3.33, -4.41)  0.67
O (-2.82, -3.64, -3.67)  -0.62
N (-4.04, -4.04, -5.55)  -0.41
N (-4.53, -2.25, -4.17)  -0.28
H (-4.78, -3.80, -6.17)  0.14
H (-3.47, -4.84, -5.75)  0.24
H (-4.35, -1.70, -3.35)  0.12
H (-5.29, -1.97, -4.77)  0.17
C (0.57, 0.17, -9.37)  0.69
O (0.38, 1.24, -9.93)  -0.69
N (-0.01, -0.99, -9.80)  -0.40
N (1.38, 0.05, -8.28)  -0.34
H (0.13, -1.88, -9.36)  0.16
H (-0.61, -0.93, -10.61)  0.22
H (1.81, 0.89, -7.94)  0.19
H (1.55, -0.81, -7.80)  0.15
C (1.13, -0.98, 12.69)  0.67
O (2.05, -0.94, 11.87)  -0.63
N (1.09, -0.14, 13.76)  -0.30
N (0.10, -1.87, 12.58)  -0.30
H (0.35, -0.15, 14.44)  0.16
H (1.85, 0.52, 13.85)  0.19
H (0.13, -2.53, 11.82)  0.18
H (-0.65, -1.92, 13.24)  0.16
C (-3.35, 8.54, -6.46)  0.69
O (-4.44, 8.09, -6.77)  -0.68
N (-2.23, 7.76, -6.42)  -0.27
N (-3.17, 9.85, -6.12)  -0.31
H (-1.33, 8.12, -6.17)  0.16
H (-2.32, 6.79, -6.67)  0.25
H (-3.98, 10.45, -6.13)  0.11
H (-2.29, 10.25, -5.85)  0.14
C (4.31, 1.95, 13.67)  0.68
O (3.48, 1.38, 14.37)  -0.71
N (4.29, 1.85, 12.31)  -0.32
N (5.31, 2.71, 14.21)  -0.43
H (4.95, 2.30, 11.72)  0.17
H (3.57, 1.28, 11.91)  0.16
H (5.34, 2.79, 15.20)  0.22
H (6.00, 3.18, 13.65)  0.15
C (-5.49, 13.19, -4.89)  0.65
O (-4.51, 13.18, -5.60)  -0.62
N (-5.64, 14.07, -3.85)  -0.39
N (-6.54, 12.32, -5.06)  -0.37
H (-6.44, 14.10, -3.25)  0.16
H (-4.89, 14.72, -3.70)  0.22
H (-6.46, 11.66, -5.80)  0.22
H (-7.35, 12.31, -4.48)  0.16
C (-7.87, -8.17, -0.69)  0.65
O (-7.74, -7.94, 0.50)  -0.62
N (-6.98, -7.72, -1.62)  -0.27
N (-8.91, -8.91, -1.18)  -0.39
H (-7.05, -7.89, -2.60)  0.17
H (-6.21, -7.17, -1.27)  0.14
H (-9.58, -9.26, -0.52)  0.23
H (-9.04, -9.11, -2.16)  0.16
C (0.72, -5.35, 10.40)  0.62
O (0.30, -4.49, 11.17)  -0.67
N (0.61, -6.68, 10.67)  -0.41
N (1.32, -5.02, 9.23)  -0.26
H (0.95, -7.40, 10.05)  0.16
H (0.17, -6.95, 11.53)  0.24
H (1.39, -4.03, 9.05)  0.26
H (1.68, -5.67, 8.56)  0.19

The HOMO-LUMO gap comes out at 0.3031 Ha.


(3)
Entry from OMol25: a 9-piece molecular cluster, C28H76BF4N12O12 overall (ωB97M-V with the def2-TZVPD basis set).

Last column: Mulliken charge in e.
Cartesian coordinates (Å):
B (0.12, 0.48, -2.82)  0.65
F (1.12, -0.18, -3.42)  -0.41
F (-0.26, -0.38, -1.78)  -0.41
F (0.50, 1.73, -2.29)  -0.42
F (-0.87, 0.64, -3.74)  -0.40
C (-0.53, -1.78, 4.30)  0.71
O (0.13, -1.00, 4.96)  -0.69
N (-1.23, -2.74, 4.81)  -0.30
N (-0.75, -1.83, 3.01)  -0.27
H (-1.40, -2.86, 5.80)  0.19
H (-1.76, -3.30, 4.15)  0.08
H (-1.36, -2.53, 2.61)  0.09
H (-0.26, -1.22, 2.38)  0.17
C (2.91, 3.84, -5.96)  0.66
O (3.25, 4.83, -6.68)  -0.72
N (1.90, 3.07, -6.33)  -0.36
N (3.38, 3.34, -4.85)  -0.32
H (1.48, 2.49, -5.62)  0.15
H (1.40, 3.22, -7.20)  0.19
H (4.33, 3.53, -4.56)  0.23
H (2.97, 2.48, -4.51)  0.16
C (-6.33, -0.26, -2.39)  0.75
O (-7.52, -0.28, -2.14)  -0.71
N (-5.88, -0.60, -3.55)  -0.42
N (-5.44, 0.18, -1.63)  -0.37
H (-6.60, -1.02, -4.12)  0.21
H (-4.89, -0.58, -3.75)  0.18
H (-4.47, 0.05, -1.90)  0.16
H (-5.72, 0.57, -0.74)  0.21
C (1.97, 8.05, -1.31)  0.68
O (0.99, 7.63, -0.75)  -0.65
N (2.99, 7.38, -1.69)  -0.36
N (2.17, 9.34, -1.58)  -0.39
H (2.95, 6.37, -1.63)  0.22
H (3.79, 7.89, -2.04)  0.15
H (1.47, 10.02, -1.32)  0.21
H (3.04, 9.64, -2.00)  0.13
C (3.93, -6.50, -4.82)  -0.83
O (3.97, -6.42, -3.44)  -0.31
C (2.98, -5.52, -2.92)  -0.60
C (3.21, -5.25, -1.44)  -0.66
N (3.12, -6.47, -0.57)  -0.26
C (3.48, -6.17, 0.86)  -0.42
C (2.89, -7.28, 1.82)  -0.51
O (3.29, -7.18, 3.23)  -0.39
C (2.92, -5.97, 3.91)  -0.61
H (2.93, -6.44, -5.25)  0.33
H (4.34, -7.45, -5.14)  0.27
H (4.31, -5.64, -5.37)  0.32
H (2.08, -6.10, -3.11)  0.29
H (2.88, -4.57, -3.44)  0.41
H (2.33, -4.64, -1.19)  0.41
H (4.03, -4.56, -1.27)  0.42
H (2.22, -6.95, -0.61)  0.21
H (3.08, -5.20, 1.16)  0.35
H (4.57, -6.14, 0.91)  0.22
H (3.21, -8.29, 1.57)  0.30
H (1.81, -7.17, 1.69)  0.31
H (1.83, -5.97, 3.83)  0.27
H (3.39, -5.09, 3.47)  0.26
H (3.27, -6.10, 4.94)  0.24
C (-5.53, -5.85, 5.19)  -0.78
O (-5.72, -5.78, 3.81)  -0.33
C (-5.49, -4.41, 3.41)  -0.42
C (-4.86, -4.43, 1.95)  -0.73
N (-3.72, -5.29, 1.76)  -0.09
C (-3.26, -5.46, 0.38)  -0.60
C (-3.20, -6.93, -0.16)  -0.78
O (-2.10, -7.52, 0.53)  -0.23
C (-1.82, -8.87, 0.17)  -0.89
H (-4.49, -6.01, 5.46)  0.30
H (-6.05, -6.73, 5.57)  0.28
H (-5.85, -5.01, 5.81)  0.33
H (-4.72, -3.91, 4.01)  0.26
H (-6.43, -3.87, 3.49)  0.34
H (-4.46, -3.41, 1.86)  0.31
H (-5.62, -4.58, 1.18)  0.45
H (-3.85, -6.24, 2.08)  0.22
H (-2.35, -4.90, 0.16)  0.29
H (-4.05, -5.10, -0.28)  0.28
H (-3.14, -7.04, -1.24)  0.47
H (-4.12, -7.44, 0.15)  0.40
H (-2.67, -9.50, 0.41)  0.33
H (-0.87, -9.31, 0.49)  0.26
H (-1.60, -8.98, -0.89)  0.35
C (-5.69, 5.84, -5.98)  -0.73
O (-5.06, 6.16, -4.79)  -0.33
C (-4.72, 5.01, -3.92)  -0.44
C (-3.74, 5.53, -2.75)  -0.73
N (-4.41, 6.52, -1.88)  -0.40
C (-5.37, 5.80, -1.04)  -0.40
C (-6.08, 6.68, 0.01)  -0.78
O (-5.08, 7.27, 0.82)  -0.29
C (-5.71, 8.17, 1.76)  -0.85
H (-5.88, 6.81, -6.45)  0.24
H (-6.55, 5.19, -5.86)  0.28
H (-4.86, 5.38, -6.51)  0.31
H (-4.25, 4.22, -4.51)  0.51
H (-5.59, 4.58, -3.42)  0.26
H (-2.79, 5.95, -3.08)  0.30
H (-3.42, 4.77, -2.04)  0.39
H (-4.89, 7.05, -2.60)  0.31
H (-5.05, 4.92, -0.49)  0.37
H (-6.19, 5.53, -1.70)  0.34
H (-6.73, 6.05, 0.61)  0.38
H (-6.72, 7.43, -0.46)  0.34
H (-5.16, 8.23, 2.71)  0.29
H (-6.68, 7.92, 2.18)  0.33
H (-5.81, 9.18, 1.36)  0.30
C (8.42, 5.68, 4.11)  -0.79
O (7.26, 4.90, 4.21)  -0.29
C (6.25, 5.36, 3.31)  -0.65
C (5.37, 4.14, 2.91)  -0.60
N (6.17, 2.90, 2.84)  -0.32
C (5.28, 1.81, 2.40)  -0.64
C (6.07, 0.59, 1.86)  -0.69
O (6.28, -0.38, 2.95)  -0.32
C (7.54, -0.75, 3.47)  -0.74
H (9.24, 5.38, 4.76)  0.26
H (8.23, 6.71, 4.42)  0.30
H (8.80, 5.71, 3.09)  0.34
H (6.73, 5.88, 2.48)  0.39
H (5.69, 6.18, 3.77)  0.35
H (4.72, 4.30, 2.05)  0.45
H (4.71, 4.00, 3.77)  0.30
H (6.46, 2.54, 3.74)  0.21
H (4.65, 2.17, 1.59)  0.52
H (4.54, 1.44, 3.11)  0.35
H (7.00, 0.96, 1.41)  0.33
H (5.54, 0.26, 0.96)  0.38
H (7.48, -1.28, 4.41)  0.28
H (8.18, 0.07, 3.81)  0.29
H (8.10, -1.32, 2.72)  0.29

Its net charge is -1. The HOMO-LUMO gap comes out at 0.3224 Ha. As for the relative energy (zero: lowest compared OMol25 entry of this formula, charge and spin): 0.681 eV.


Number 1: energy -4339.583879 hartree. Number 2: energy -5370.405768 hartree. Number 3: energy -3096.760964 hartree.